No. 1
Here is a molecular structure, C34H57GdN3O2SeSi in a non-equilibrium geometry from OMol25. Energies are from the ωB97M-V functional and the def2-TZVPD basis.

## Properties
**Charge**: +1
**Kohn-Sham gap (spin up / spin down)**: 6.597 / 5.776 eV
**Multiplicity**: 8
**Expectation value of S²**: 16.088
**Molar mass**: 804.1 g mol⁻¹
**HOMO (spin up / spin down)**: -9.35 / -9.35 eV

Last column: Löwdin spin population.
Geometry (Å):
O1 -0.236 2.739 -2.790  -0.001
O2 1.454 2.087 -4.380  0.001
C1 -1.456 2.686 -3.599  0.001
C2 -2.637 3.239 -2.854  0.000
H1 -1.595 1.624 -3.818  0.001
H2 -1.309 3.234 -4.543  0.000
H3 -2.813 2.687 -1.924  0.000
H4 -3.545 3.171 -3.472  0.000
H5 -2.471 4.292 -2.612  0.000
C3 0.283 4.085 -2.596  0.000
C4 0.354 4.957 -3.824  0.000
H6 1.282 3.932 -2.184  0.000
H7 -0.323 4.553 -1.813  0.000
H8 0.882 4.500 -4.674  0.000
H9 0.908 5.877 -3.586  0.000
H10 -0.642 5.269 -4.157  0.000
C5 2.836 2.068 -3.884  0.000
C6 1.049 1.472 -5.643  0.000
C7 3.557 3.322 -4.281  0.000
H11 3.307 1.174 -4.297  0.000
H12 2.761 1.984 -2.793  0.000
H13 3.580 3.452 -5.366  0.000
H14 4.598 3.302 -3.937  0.000
H15 3.095 4.211 -3.839  0.000
C8 1.571 2.267 -6.805  0.000
H16 -0.048 1.458 -5.647  0.000
H17 1.413 0.440 -5.647  0.000
H18 1.314 3.329 -6.725  0.000
H19 1.133 1.916 -7.746  0.000
H20 2.656 2.183 -6.905  0.000
H21 0.686 2.213 -3.598  0.000
N1 -1.596 -1.134 0.716  0.000
C9 -1.458 -2.441 1.102  0.002
C10 -0.238 -3.147 1.055  0.000
C11 1.071 -2.687 0.824  0.005
C12 -2.662 -3.207 1.612  0.001
H22 -3.395 -3.396 0.808  0.000
H23 -3.219 -2.679 2.406  0.000
H24 -2.366 -4.194 2.026  0.000
C13 2.183 -3.719 0.744  0.002
H25 2.910 -3.614 1.571  0.000
H26 2.769 -3.652 -0.194  0.000
H27 1.776 -4.746 0.803  0.000
N2 1.407 -1.373 0.737  0.021
C14 -2.942 -0.538 0.899  -0.003
C15 -3.844 -0.461 -0.176  0.001
C16 -3.561 -1.140 -1.477  0.000
C17 -5.083 0.196 -0.008  0.000
H28 -5.785 0.168 -0.859  0.000
C18 -5.445 0.815 1.206  0.001
H29 -6.424 1.295 1.342  0.000
C19 -4.554 0.775 2.266  0.000
H30 -4.771 1.215 3.251  0.000
C20 -3.388 0.044 2.113  0.000
C21 -2.684 -0.041 3.372  0.000
C22 2.690 -0.955 1.305  -0.003
C23 3.799 -0.619 0.509  0.001
C24 3.842 -0.941 -0.955  0.000
C25 4.944 -0.073 1.119  0.000
H31 5.832 0.097 0.487  0.000
C26 4.960 0.222 2.494  0.001
H32 5.874 0.636 2.962  0.000
C27 3.842 -0.088 3.273  0.000
H33 3.832 0.171 4.345  0.000
C28 2.785 -0.825 2.712  0.001
C29 1.693 -1.232 3.574  0.001
Gd1 0.041 0.321 0.258  6.796
H34 -3.462 -0.410 -2.300  0.000
H35 -4.393 -1.825 -1.724  0.000
H36 -2.638 -1.733 -1.452  0.000
H37 -2.203 -1.025 3.400  0.000
H38 -3.184 0.085 4.339  0.000
H39 -2.156 0.930 3.385  0.000
H40 4.490 -0.219 -1.480  0.000
H41 2.865 -0.937 -1.458  0.000
H42 4.286 -1.938 -1.141  0.000
H43 0.876 -0.999 2.912  0.000
H44 1.807 -0.687 4.501  0.000
H45 1.524 -2.270 3.765  0.000
H46 -0.313 -4.235 1.175  0.000
C30 -0.005 -0.659 -2.070  0.161
Si1 0.058 -2.233 -2.985  0.026
H47 -1.019 -0.109 -2.031  -0.003
H48 0.869 0.078 -2.211  -0.004
C31 -1.076 -2.103 -4.476  0.012
C32 -0.549 -3.757 -2.060  0.001
C33 1.842 -2.606 -3.448  0.001
H49 2.351 -1.705 -3.823  0.000
H50 1.852 -3.366 -4.246  0.000
H51 2.425 -3.005 -2.601  0.000
H52 -2.042 -1.664 -4.176  0.000
H53 -1.251 -3.111 -4.888  0.002
H54 -0.614 -1.450 -5.233  0.000
H55 -1.462 -3.581 -1.474  0.000
H56 0.202 -4.153 -1.360  0.000
H57 -0.779 -4.541 -2.801  0.000
Se1 -0.178 0.067 5.249  -0.001
C34 -0.191 0.675 3.674  0.001
N3 -0.058 0.881 2.447  -0.024

---

No. 2
Here is 4 unconnected molecules or ions with the total composition C4H11NO3 in a non-equilibrium geometry from OMol25. Energies are from the ωB97M-V functional and the def2-TZVPD basis.

## Properties
**Kohn-Sham gap**: 8.374 eV
**Molar mass**: 121.1 g mol⁻¹
**HOMO**: -7.81 eV

Last column: natural (NBO) charge in e.
Geometry (Å):
C1 0.310 1.780 2.183  -0.278
C2 1.552 1.198 2.120  -0.114
N1 1.763 0.638 0.805  -0.547
C3 0.717 1.045 0.030  -0.002
C4 -0.117 1.831 0.809  -0.299
H1 -0.226 2.133 3.029  0.223
H2 1.972 0.783 3.072  0.207
H3 2.723 0.453 0.433  0.416
H4 0.714 0.744 -1.004  0.187
H5 -0.815 2.378 0.360  0.200
H6 -2.275 -2.972 -1.146  0.455
H7 -1.313 -2.517 -2.294  0.493
O1 -2.165 -2.367 -1.925  -0.969
H8 -2.151 -0.387 -0.131  0.485
H9 -1.184 -1.343 0.400  0.469
O2 -1.174 -0.494 -0.014  -0.939
H10 -0.055 -0.983 -1.745  0.500
H11 0.509 -1.104 -3.058  0.471
O3 0.212 -1.736 -2.361  -0.957

---

No. 3
Here is C2H5IN2 in the gas phase in a non-equilibrium geometry from OMol25. Energies are from the ωB97M-V functional and the def2-TZVPD basis.

## Properties
**Kohn-Sham gap**: 9.232 eV
**Molar mass**: 184.0 g mol⁻¹
**HOMO**: -9.52 eV

Last column: natural (NBO) charge in e.
Geometry (Å):
C1 -0.339 -1.214 -0.170  -0.641
C2 0.436 0.021 0.245  -0.155
N1 -0.645 1.999 0.112  -0.324
N2 0.210 1.261 -0.444  -0.161
I1 2.619 -0.405 -0.028  0.056
H1 -0.065 -1.615 -1.177  0.221
H2 -0.275 -2.017 0.547  0.230
H3 -1.392 -0.929 -0.100  0.223
H4 0.087 -0.029 1.297  0.224
H5 -0.637 2.929 -0.280  0.328

---

No. 4
Here is a gas-phase ion, C5H8BrN2 (charge +1) in a non-equilibrium geometry from OMol25. Energies are from the ωB97M-V functional and the def2-TZVPD basis.

## Properties
**Charge**: +1
**Kohn-Sham gap (spin up / spin down)**: 7.034 / 7.034 eV
**Molar mass**: 176.0 g mol⁻¹
**HOMO (spin up / spin down)**: -12.78 / -12.78 eV

Last column: natural (NBO) charge in e.
Geometry (Å):
C1 1.590 -1.793 -0.635  -0.122
C2 0.365 -1.333 1.437  0.258
C3 2.468 -0.855 -0.943  -0.250
C4 -0.933 0.261 0.055  0.343
C5 -1.896 1.364 0.031  -0.730
N1 1.015 -2.012 0.566  -0.329
N2 -0.392 -0.198 1.136  -0.469
Br1 2.809 0.701 0.116  0.046
H1 1.552 -2.715 -1.230  0.260
H2 0.188 -1.706 2.407  0.221
H3 3.000 -0.672 -1.814  0.243
H4 -0.425 -0.175 -0.850  0.246
H5 -1.343 2.310 0.162  0.306
H6 -2.478 1.362 0.965  0.268
H7 -2.302 1.452 -0.999  0.293
H8 -0.889 0.164 1.914  0.416